# 1
53
Properties=species:S:1:pos:R:3:forces:R:3 method="wB97M-V/def2-TZVPD" e_lumo_ev=-4.5 orbital_gap_ev=7.45 max_force_ev_per_a=2.99 charge=+1 e_tot_ha=-6467.82101 homo_ev=-11.9
Br -3.66781 1.95225 -2.38398 0.91 -0.45 0.39
Br -2.40967 3.93835 0.57049 0.54 -0.26 -0.75
F 0.43473 0.58111 -3.66856 1.32 0.75 1.07
O 2.21737 -0.10852 -2.49527 -0.87 0.22 -0.47
O 4.06848 -4.71300 -0.55116 -0.09 0.10 0.01
O 0.81129 3.21738 0.56948 0.25 -1.10 -0.38
O 2.11045 2.11529 -0.87824 -1.41 -0.24 -0.23
N 3.11116 -4.12710 -2.51714 -0.17 -0.23 -0.36
N 0.53416 1.64524 3.38951 1.46 -0.35 -0.25
N -1.90739 -1.11096 0.47673 1.06 1.40 -0.16
N 3.34342 -2.58584 -0.83274 -0.25 0.54 0.39
C -2.12615 -3.09146 3.80716 1.06 1.09 -0.07
C -1.39242 1.06043 -0.69761 0.58 -2.25 1.85
C -2.26060 -0.10099 -0.41654 1.58 1.16 0.09
C -1.07889 -2.23062 3.51775 -1.20 -0.99 -0.23
C 1.51901 0.79097 -2.82392 0.37 -0.05 0.12
C 3.54378 -3.86783 -1.25301 0.19 -0.36 0.10
C 0.96670 2.21982 -0.07486 -0.66 1.08 0.59
C -1.62794 3.65482 -1.21564 -0.70 0.36 -1.88
C -0.10149 1.07366 0.06811 -0.48 -1.90 -0.16
C -2.37205 4.62644 -2.25318 1.30 1.08 0.76
C -0.36690 -2.29545 2.11875 0.71 -1.25 1.05
C 0.27168 -0.01182 1.02550 -2.26 0.38 -1.93
C -2.86048 -2.24659 0.67228 -1.15 -0.01 -1.03
C 1.82400 2.23780 -2.27648 -0.04 -0.01 -1.22
C -0.70652 -1.10556 1.17156 1.44 0.94 0.50
C 1.61195 1.12979 2.93834 0.06 -0.25 -0.03
C 1.64387 0.07624 1.75229 -0.09 0.96 0.28
C -1.78508 2.15981 -1.73497 0.29 0.41 0.42
H 2.67727 -3.44400 -3.11020 0.07 0.01 0.04
H -0.72352 -1.52134 4.31306 -0.94 0.19 -1.44
H 0.82737 2.29917 4.13492 -0.58 -0.27 -0.30
H -2.22469 4.30735 -3.32050 -0.36 0.09 1.07
H 3.65084 -2.35658 0.09586 0.10 -0.08 -0.14
H -3.68157 -2.10471 -0.09301 1.02 -0.23 0.81
H -3.24805 -0.25117 -0.92741 1.26 0.37 0.60
H -2.34115 -3.21019 0.44445 -0.54 0.89 0.46
H -3.43396 4.82935 -1.97241 0.92 -0.52 -0.48
H 3.24170 -5.06200 -2.86331 0.02 0.11 0.04
H -3.00011 -2.67143 4.36712 1.31 -1.02 0.60
H -1.82635 5.61690 -2.15563 -0.73 -1.01 -0.11
H -3.36361 -2.21469 1.67129 0.93 -0.08 -0.79
H -0.54702 3.97752 -1.26659 -1.23 -0.59 0.64
H 1.04051 3.00498 -2.52909 0.56 -0.86 0.46
H 2.62054 1.40784 3.37418 -0.93 -0.51 -0.70
H 2.77309 2.59775 -2.77544 -1.00 -0.61 0.58
H 2.03133 -0.89382 2.15558 -0.54 0.81 -0.44
H 2.43344 0.44824 1.02684 -0.92 -0.48 0.67
H -0.65194 -3.29018 1.65778 0.26 1.23 0.32
H -1.15082 2.07751 -2.66876 -0.80 -0.10 1.06
H 0.74286 -2.37570 2.31016 -1.14 0.41 -0.66
H -2.10730 -4.18099 3.52083 -0.62 1.51 -0.70
H 2.91247 -1.87345 -1.39433 0.12 -0.04 -0.06


# 2
42
Properties=species:S:1:pos:R:3:forces:R:3 method="wB97M-V/def2-TZVPD" e_lumo_ev=0.0 orbital_gap_ev=9.98 max_force_ev_per_a=1.81 e_above_lowest_kcal_mol=58.7 charge=0 e_tot_ha=-901.43370 homo_ev=-10.0
O -0.11759 -2.79717 -2.32909 -0.11 -0.57 0.09
O -0.34217 2.70895 -2.64756 -0.77 -0.35 -0.25
O -3.68576 -1.26700 2.93715 0.25 0.05 -0.30
O 1.36423 -0.39163 2.78879 -0.62 0.09 -0.35
O 3.96587 0.07976 -1.84240 0.08 -0.47 0.05
O 0.07771 -3.02007 2.90496 -0.24 0.15 -0.32
O -2.39046 -1.16343 -2.63907 -0.92 0.57 0.42
O 0.81792 0.12811 -3.77854 -0.40 -0.37 -0.46
N 0.80456 -0.70708 -0.25101 0.92 -0.17 -0.24
C -1.12684 0.91254 1.60121 0.19 0.22 -0.87
C -2.45448 1.54657 1.20232 0.12 0.39 0.47
C 0.66447 2.74585 1.32851 0.03 1.06 0.72
C 1.19947 0.48349 0.49314 -1.66 0.20 0.68
C 1.83603 0.18533 1.84471 1.65 -0.40 -0.34
C 0.02902 1.47580 0.75576 0.84 -0.18 -0.29
H -0.78162 2.93936 -3.48176 0.53 0.19 0.03
H 0.35388 2.93499 2.35568 -0.60 0.02 0.02
H 3.04833 0.36171 -1.89345 0.17 0.35 -0.01
H 1.75078 2.80048 1.49634 -0.02 -0.62 -0.73
H 0.04344 -1.21791 0.16848 -0.07 -0.10 0.39
H -0.95610 1.09309 2.66200 0.13 -0.42 -0.02
H -3.76693 -0.76239 2.11623 -0.10 -0.11 0.18
H -2.39949 2.61536 1.42140 0.03 0.16 -0.51
H -0.66526 -2.46576 3.16879 0.10 -0.12 0.22
H 1.88676 1.03907 -0.13421 0.45 0.00 0.13
H 0.63592 -2.38336 2.44138 0.13 -0.07 0.23
H -1.13402 -0.14353 1.34731 -0.36 -0.36 0.59
H -0.36400 1.68416 -0.24327 -0.03 0.12 0.06
H -2.73005 1.34777 0.16472 0.09 0.17 0.04
H -0.01728 -2.05720 -1.71853 0.16 0.17 -0.44
H 2.91429 0.44828 1.88232 -0.03 0.28 0.19
H -1.01402 2.10865 -2.29243 0.20 0.10 0.32
H -3.26736 1.23644 1.84585 -0.19 -0.41 0.12
H -2.24637 -2.03227 -3.01929 0.56 0.07 -0.01
H 1.62340 -1.32876 -0.30518 -0.62 0.10 -0.05
H 1.70012 -0.21062 -3.96499 -0.01 0.26 0.37
H -2.89604 -1.80137 2.78623 -0.21 -0.03 0.08
H 0.50417 -2.67550 -3.05065 0.08 0.27 0.12
H 0.79117 0.62675 -2.95821 0.41 0.12 0.03
H 0.42561 3.63414 0.74399 -0.11 -0.02 0.03
H 4.53870 0.85090 -1.78472 -0.33 0.11 -0.04
H -1.64168 -0.59857 -2.83594 0.31 -0.45 -0.36


Repeat the second record exactly.
42
Properties=species:S:1:pos:R:3:forces:R:3 method="wB97M-V/def2-TZVPD" e_lumo_ev=0.0 orbital_gap_ev=9.98 max_force_ev_per_a=1.81 e_above_lowest_kcal_mol=58.7 charge=0 e_tot_ha=-901.43370 homo_ev=-10.0
O -0.11759 -2.79717 -2.32909 -0.11 -0.57 0.09
O -0.34217 2.70895 -2.64756 -0.77 -0.35 -0.25
O -3.68576 -1.26700 2.93715 0.25 0.05 -0.30
O 1.36423 -0.39163 2.78879 -0.62 0.09 -0.35
O 3.96587 0.07976 -1.84240 0.08 -0.47 0.05
O 0.07771 -3.02007 2.90496 -0.24 0.15 -0.32
O -2.39046 -1.16343 -2.63907 -0.92 0.57 0.42
O 0.81792 0.12811 -3.77854 -0.40 -0.37 -0.46
N 0.80456 -0.70708 -0.25101 0.92 -0.17 -0.24
C -1.12684 0.91254 1.60121 0.19 0.22 -0.87
C -2.45448 1.54657 1.20232 0.12 0.39 0.47
C 0.66447 2.74585 1.32851 0.03 1.06 0.72
C 1.19947 0.48349 0.49314 -1.66 0.20 0.68
C 1.83603 0.18533 1.84471 1.65 -0.40 -0.34
C 0.02902 1.47580 0.75576 0.84 -0.18 -0.29
H -0.78162 2.93936 -3.48176 0.53 0.19 0.03
H 0.35388 2.93499 2.35568 -0.60 0.02 0.02
H 3.04833 0.36171 -1.89345 0.17 0.35 -0.01
H 1.75078 2.80048 1.49634 -0.02 -0.62 -0.73
H 0.04344 -1.21791 0.16848 -0.07 -0.10 0.39
H -0.95610 1.09309 2.66200 0.13 -0.42 -0.02
H -3.76693 -0.76239 2.11623 -0.10 -0.11 0.18
H -2.39949 2.61536 1.42140 0.03 0.16 -0.51
H -0.66526 -2.46576 3.16879 0.10 -0.12 0.22
H 1.88676 1.03907 -0.13421 0.45 0.00 0.13
H 0.63592 -2.38336 2.44138 0.13 -0.07 0.23
H -1.13402 -0.14353 1.34731 -0.36 -0.36 0.59
H -0.36400 1.68416 -0.24327 -0.03 0.12 0.06
H -2.73005 1.34777 0.16472 0.09 0.17 0.04
H -0.01728 -2.05720 -1.71853 0.16 0.17 -0.44
H 2.91429 0.44828 1.88232 -0.03 0.28 0.19
H -1.01402 2.10865 -2.29243 0.20 0.10 0.32
H -3.26736 1.23644 1.84585 -0.19 -0.41 0.12
H -2.24637 -2.03227 -3.01929 0.56 0.07 -0.01
H 1.62340 -1.32876 -0.30518 -0.62 0.10 -0.05
H 1.70012 -0.21062 -3.96499 -0.01 0.26 0.37
H -2.89604 -1.80137 2.78623 -0.21 -0.03 0.08
H 0.50417 -2.67550 -3.05065 0.08 0.27 0.12
H 0.79117 0.62675 -2.95821 0.41 0.12 0.03
H 0.42561 3.63414 0.74399 -0.11 -0.02 0.03
H 4.53870 0.85090 -1.78472 -0.33 0.11 -0.04
H -1.64168 -0.59857 -2.83594 0.31 -0.45 -0.36